No. 1
C36H28IN9O3S2Ti | ωB97M-V/def2-TZVPD

The geometry in XYZ format:
```
80
Properties=species:S:1:pos:R:3:forces:R:3
Ti -0.08720 0.76286 -0.07568 2.4 -0.6 0.4
C 5.74498 -0.08391 -4.29582 -0.1 0.0 0.1
C 4.77243 0.03170 -3.14275 0.2 0.0 -0.1
C 5.19267 0.14990 -1.82324 0.0 0.0 0.2
C 4.29777 0.29469 -0.77793 0.1 0.0 -0.1
C 2.89472 0.32168 -0.96534 -0.3 0.1 0.2
N 1.98657 0.50414 0.03938 0.8 -0.3 0.1
C 2.43340 0.43590 1.37509 0.2 0.3 -0.5
C 3.13482 -0.66444 1.87175 -0.1 -0.2 0.1
C 3.53063 -0.75445 3.19268 0.1 -0.1 0.0
C 3.25967 0.27656 4.08842 0.1 0.0 0.2
C 3.66216 0.18185 5.54394 -0.1 0.0 -0.2
C 2.55919 1.37270 3.61291 -0.1 0.1 0.2
C 2.15474 1.45751 2.28765 -0.2 0.5 -0.1
N 1.42313 2.63632 1.87391 0.3 -0.6 -0.2
C 1.37257 3.83139 2.48765 0.1 0.1 0.1
C 0.57789 4.66040 1.73003 0.0 0.2 -0.1
C 0.16506 3.86865 0.65054 0.1 0.2 0.1
N 0.67457 2.64965 0.73991 0.1 0.5 0.9
C 2.49165 0.21580 -2.32319 -0.4 0.1 0.0
C 3.40634 0.08393 -3.35901 -0.2 0.0 -0.1
N 1.10177 0.34796 -2.70820 0.4 0.1 0.1
C 0.50883 -0.21466 -3.76972 -0.1 -0.1 0.0
C -0.71409 0.40018 -3.95369 -0.1 0.1 -0.1
C -0.78923 1.34332 -2.92598 0.2 -0.2 -0.4
N 0.30780 1.31147 -2.17035 0.1 -0.1 -0.2
H 6.77258 -0.14036 -3.93247 0.0 0.0 0.0
H 5.67468 0.77943 -4.96367 0.0 0.0 0.0
H 5.55169 -0.97586 -4.89826 0.0 0.0 0.0
H 6.25778 0.14770 -1.60445 -0.1 0.0 0.0
H 4.68003 0.40716 0.22606 0.0 0.0 0.0
H 3.33085 -1.48220 1.19164 0.0 0.0 0.0
H 4.03956 -1.65191 3.54273 -0.1 0.2 -0.1
H 4.56789 -0.41889 5.66010 -0.1 0.1 0.0
H 2.86682 -0.28595 6.13317 0.1 0.0 -0.1
H 3.84077 1.17246 5.96885 0.0 -0.1 0.0
H 2.28373 2.15665 4.31253 0.0 -0.1 -0.1
H 1.91406 4.02512 3.40212 -0.1 -0.1 -0.2
H 0.32914 5.69208 1.93269 0.0 -0.2 0.0
H -0.48375 4.12046 -0.17156 -0.1 -0.1 0.1
H 3.03190 0.04973 -4.37916 0.0 0.0 0.1
H 0.98197 -1.01842 -4.31198 0.0 0.1 0.1
H -1.45602 0.18217 -4.70773 0.1 0.0 0.1
H -1.57181 2.04915 -2.71029 -0.1 -0.1 0.1
S -0.78437 0.29681 2.33225 -0.1 -0.2 0.2
C -0.12518 -1.21704 2.80451 0.1 0.0 0.1
S 0.21482 -2.50824 1.66971 -0.2 0.0 -0.1
C 0.18683 -1.46935 4.13261 0.2 -0.1 0.4
C 0.63649 -2.76500 4.59075 -0.1 0.3 -0.1
N 0.98866 -3.79440 4.98183 -0.1 0.4 -0.1
C 0.14140 -0.41989 5.12645 0.0 -0.3 -0.2
N 0.15190 0.39194 5.94928 0.0 -0.3 -0.3
O -3.16997 3.25959 0.01622 -0.1 0.7 0.1
C -2.88238 2.11408 -0.25805 0.2 -0.6 0.0
O -1.71715 1.57867 -0.14246 -3.2 1.5 -0.6
C -3.99215 1.19390 -0.78132 0.0 0.9 0.7
C -5.34198 1.55704 -0.52458 0.1 0.2 0.1
C -6.33334 0.71782 -0.91658 -0.2 0.2 0.1
C -6.00318 -0.47723 -1.58981 0.0 -0.3 -0.1
C -6.96726 -1.42767 -2.02268 0.0 0.4 0.2
C -6.57632 -2.55389 -2.67236 0.4 -0.3 -0.2
C -5.19599 -2.79393 -2.92461 -0.4 -0.1 0.0
C -4.25228 -1.90476 -2.50998 0.1 0.1 0.0
C -4.63778 -0.72089 -1.83279 0.1 0.0 -0.1
N -3.65256 0.12572 -1.40735 0.1 -1.0 -0.7
H -5.53286 2.48692 -0.00521 0.0 -0.1 0.0
H -7.37433 0.94572 -0.71025 0.0 0.0 0.0
H -8.01704 -1.24565 -1.81633 0.0 0.0 0.0
H -7.31643 -3.27327 -3.00050 0.0 0.0 0.0
H -4.89405 -3.69688 -3.43972 0.0 0.0 0.0
H -3.19140 -2.07894 -2.66299 -0.1 0.0 0.0
N -0.61839 -3.27434 -0.80131 0.0 0.3 -0.2
C -0.81923 -2.13755 0.05093 0.3 -0.1 0.9
O -0.30701 -1.01655 -0.50475 -1.0 -1.5 -0.3
C -2.29949 -2.00242 0.44051 0.2 0.0 -0.7
I -3.17812 -3.65745 1.46114 0.1 0.0 -0.1
H 0.32741 -3.27255 -1.16318 0.0 0.0 0.1
H -0.82658 -4.15000 -0.34175 0.0 0.0 0.1
H -2.86578 -1.90465 -0.48340 0.2 0.0 0.3
H -2.44961 -1.13528 1.06252 0.0 0.1 0.2
```
Positions in Å, forces in eV/Å.

Values from the calculation:
F_max, eV/A: 3.53
⟨S²⟩: 0.753
ΔE to the lowest compared entry with this formula, charge and spin, eV: 0.853
Multiplicity: 2
Net charge: -1
HOMO-LUMO gap (alpha / beta), eV: 6.526 / 6.729
E_HOMO (alpha / beta), eV: -4.37 / -4.58

No. 2
C2H3ClO2S | ωB97M-V/def2-TZVPD

The geometry in XYZ format:
```
9
Properties=species:S:1:pos:R:3:forces:R:3
C 2.56484 -1.12052 -0.43860 2.4 -1.8 2.7
C 3.81839 -0.44423 0.16386 -3.8 0.5 -1.1
O 0.39306 1.36750 0.87466 1.1 0.8 -0.6
O 4.88502 -0.84854 0.37151 1.5 -0.8 0.4
S 1.73956 -0.55293 -1.69367 -1.1 0.8 -1.5
Cl 3.28121 1.21492 0.58509 0.8 0.3 0.0
H -0.12936 0.81498 1.39898 -0.9 -1.6 1.8
H 2.26718 -2.10862 0.02105 0.6 1.0 -0.7
H -0.27668 1.70096 0.30453 -0.6 0.8 -1.1
```
Positions in Å, forces in eV/Å.

Values from the calculation:
F_max, eV/A: 4.05
⟨S²⟩: 2.006
ΔE to the lowest compared entry with this formula, charge and spin, eV: 1.282
Multiplicity: 3
Net charge: 0
HOMO-LUMO gap (alpha / beta), eV: 8.198 / 7.709
E_HOMO (alpha / beta), eV: -7.71 / -10.59

No. 3
C35H65O22P3 | ωB97M-V/def2-TZVPD

The geometry in XYZ format:
```
125
Properties=species:S:1:pos:R:3:forces:R:3
C 0.72628 -5.68907 1.04271 -0.2 -0.6 0.1
O -0.16336 -4.69515 1.58366 -0.3 -0.4 -0.2
P -1.18035 -4.91909 2.82349 0.3 2.0 0.6
O -1.83162 -6.22673 2.99943 0.6 0.8 -0.4
O -2.19758 -3.65385 2.64090 1.2 -2.0 0.5
C -1.89287 -2.25621 2.67377 0.3 0.7 -1.2
O -0.23168 -4.42425 4.06194 -0.8 -0.7 0.1
C 0.46992 -5.37199 4.90350 0.5 0.6 0.0
H 1.50156 -6.03126 1.72826 -0.1 0.3 0.4
H 1.25679 -5.31249 0.16817 -0.4 0.5 0.1
H 0.18754 -6.58825 0.74385 -0.3 0.1 0.0
H -0.83484 -2.00812 2.58934 0.2 -0.4 0.6
H -2.36672 -1.70492 3.48595 0.1 -0.6 0.2
H -2.25742 -1.83228 1.73809 -0.4 -0.1 0.1
H 1.48645 -5.44887 4.51767 -0.1 -0.8 -0.5
H -0.07698 -6.30149 5.06169 0.2 0.0 -0.5
H 0.70391 -4.96857 5.88869 -0.8 0.6 0.1
C 0.18652 -0.55104 -7.79166 0.1 0.3 -0.3
O 0.50661 -0.51129 -6.39495 0.4 0.0 0.3
P 0.96060 0.83494 -5.68281 0.6 2.6 -0.2
O 2.02294 1.68004 -6.33693 -2.0 -1.9 1.1
O -0.42231 1.67180 -5.53231 2.5 -0.5 0.2
C -1.57617 1.03106 -5.05639 -1.7 0.5 -1.0
O 1.31388 0.33683 -4.18021 -2.8 1.1 -1.9
C 2.57648 -0.12624 -3.98582 2.8 -1.3 1.7
H 0.88560 -1.22827 -8.28231 -0.2 -0.1 0.1
H 0.28153 0.42881 -8.25960 0.1 0.1 0.1
H -0.84666 -0.87853 -7.90738 0.1 -0.2 0.1
H -2.34676 1.35652 -5.75522 -0.3 -0.3 -0.3
H -1.95940 1.48490 -4.14246 0.7 -0.5 0.6
H -1.49605 -0.05254 -5.14294 -0.1 0.1 0.7
H 2.64948 -1.21370 -3.99913 -0.1 -0.2 -1.0
H 2.85766 -0.00847 -2.93931 -0.1 0.8 0.2
H 3.31647 0.37389 -4.61063 0.0 -0.2 -0.1
C -0.62117 -2.32587 -1.06367 0.1 -0.2 0.6
O -0.78280 -1.20816 -0.14447 1.5 1.4 0.3
P 0.54140 -0.36802 0.30729 0.7 -1.5 -0.9
O 0.44585 0.56904 1.42833 -0.8 -0.5 0.3
O 1.61611 -1.58337 0.49874 -2.1 1.5 -0.6
C 2.74246 -1.26391 1.25717 1.3 0.0 1.4
O 1.15063 0.43034 -0.95233 -0.1 -2.2 0.1
C 0.35619 1.50395 -1.37387 -0.2 1.4 -0.6
H -1.21034 -2.15373 -1.96441 0.3 0.2 0.0
H -1.00379 -3.20976 -0.55335 -0.1 0.1 0.0
H 0.44133 -2.49822 -1.23545 -0.2 0.1 -0.4
H 3.59925 -1.66015 0.71220 0.1 0.2 0.3
H 2.66143 -1.67040 2.26529 0.0 -1.0 -0.1
H 2.87274 -0.22803 1.57033 -0.1 0.5 -1.1
H 0.80825 1.98850 -2.23930 0.5 -0.1 0.2
H 0.33404 2.19342 -0.52993 -0.6 0.3 -0.2
H -0.61379 1.20485 -1.77108 -0.3 -0.1 0.6
O -3.47816 0.16958 4.77238 -0.3 -0.1 0.9
C -3.73174 0.57950 3.51465 1.2 -1.0 0.8
C -4.88757 0.23235 2.90880 -1.5 -0.4 -1.8
C -5.00769 0.51294 1.55246 0.7 1.3 -1.0
C -3.97884 1.17842 0.87038 0.1 -1.0 0.6
O -4.05950 1.41139 -0.50495 -0.9 -0.9 0.9
C -2.76795 1.39996 1.50831 -0.7 0.5 -1.6
C -2.65580 1.08098 2.81457 0.6 1.3 -0.1
H -2.52552 0.27709 4.82265 0.6 0.2 0.8
H -5.69795 -0.36131 3.30533 0.2 0.2 0.8
H -5.90138 0.28942 0.98876 -0.3 -0.2 0.1
H -4.76301 0.80161 -0.73915 -0.2 0.2 -0.9
H -1.95162 1.83640 0.95196 0.2 0.0 0.0
H -1.70757 1.37578 3.23924 -0.1 -0.5 0.7
O -2.74790 3.19108 -1.73024 1.0 -0.7 -2.3
C -2.35542 4.08202 -0.84039 0.3 2.0 1.2
C -3.23950 4.43738 0.15321 -0.7 0.4 0.5
C -2.92977 5.38608 1.11520 -0.8 -1.2 -0.3
C -1.67976 5.89046 1.09016 3.2 1.1 -0.9
O -1.27399 6.61308 2.14613 -0.5 1.4 2.0
C -0.73983 5.71431 0.03850 -2.4 -1.6 0.1
C -1.13073 4.76759 -0.91830 0.6 -0.5 0.2
H -3.31716 2.54064 -1.31254 -0.4 -0.3 0.1
H -4.20488 3.95536 0.19901 -0.1 0.0 -0.1
H -3.61431 5.59685 1.92351 0.1 0.1 0.1
H -0.33040 6.70510 2.29697 0.0 -0.2 -0.6
H 0.21252 6.22358 0.04710 0.0 -0.1 -0.1
H -0.41497 4.38560 -1.63117 0.0 0.3 -0.5
O -3.25702 -3.49529 -4.78343 -0.9 0.3 -0.5
C -1.97789 -3.73452 -4.42519 2.0 0.2 -0.8
C -1.64608 -4.70071 -3.49635 -0.5 1.3 0.1
C -0.32630 -4.78485 -3.07287 -1.8 -1.7 0.5
C 0.64142 -4.06280 -3.65379 -0.5 0.8 -0.9
O 1.90259 -4.28234 -3.33349 2.7 -0.2 0.6
C 0.35143 -3.10232 -4.60526 -0.3 0.6 -0.5
C -0.93648 -2.97984 -5.06351 -1.5 -0.5 1.1
H -3.80542 -3.47122 -3.99585 -0.1 -0.2 0.0
H -2.47611 -5.20077 -3.01950 0.2 -0.4 0.2
H -0.08632 -5.51449 -2.31365 0.2 -0.1 0.2
H 1.99342 -5.21779 -3.13786 0.3 0.0 0.2
H 1.09560 -2.39437 -4.93907 0.2 -0.4 -0.3
H -1.20870 -2.27067 -5.83121 0.0 0.1 0.1
C -0.62024 -0.99129 5.86196 -2.0 -0.8 0.2
O -0.58783 0.13011 5.05577 3.0 1.5 -0.4
C 0.77363 0.72999 5.09750 -2.3 0.2 -0.1
C 0.75013 2.01396 4.35332 -0.7 0.7 -1.0
O -0.43873 2.78880 4.56544 1.1 0.2 0.4
C -0.29714 3.99915 3.84347 -0.8 0.1 -1.0
H -1.69724 -1.15903 5.85588 -0.1 -0.8 0.6
H -0.33687 -0.80408 6.89770 0.4 0.0 0.0
H -0.17311 -1.88245 5.42150 0.5 0.0 0.1
H 1.48833 0.08661 4.58429 0.1 -0.3 0.4
H 1.01676 0.99825 6.12563 0.1 -0.8 0.3
H 0.80110 1.81991 3.28195 0.3 0.0 -0.1
H 1.60412 2.60138 4.69057 0.3 0.1 -0.2
H 0.71234 4.36722 3.66024 0.5 0.0 1.0
H -0.95547 4.77236 4.23953 0.2 -0.1 0.3
H -0.59601 3.86267 2.80417 -0.5 -0.3 -0.3
C 5.97563 0.32869 -0.63578 -0.5 -0.3 1.1
O 4.69998 0.95674 -0.56740 0.0 -2.0 -0.7
C 4.58977 2.19876 -1.13928 -0.4 1.4 0.5
C 4.99613 3.20907 -0.10563 0.2 1.1 0.4
O 4.33334 3.19336 1.16903 -0.4 -0.5 -0.9
C 2.89217 3.10825 1.17450 0.8 0.1 0.5
H 5.79261 -0.67117 -0.24222 0.1 0.0 0.0
H 6.65104 0.82706 0.05960 0.3 0.0 -0.1
H 6.44423 0.19076 -1.61020 -0.3 0.5 -0.4
H 3.56267 2.42495 -1.42564 -0.3 -0.6 -0.1
H 5.19629 2.35294 -2.03174 0.2 -0.1 -0.2
H 4.92008 4.21393 -0.52106 -0.1 0.3 -0.2
H 6.06145 3.05182 0.06311 0.0 0.1 0.6
H 2.37569 3.85536 0.57184 0.3 0.3 -0.3
H 2.64116 3.32013 2.21382 -0.1 -0.1 0.0
H 2.49306 2.12793 0.91413 0.2 -0.2 -0.1
```
Positions in Å, forces in eV/Å.

Values from the calculation:
F_max, eV/A: 3.59
SMILES: COP(=O)(OC)OC.COP(=O)(OC)OC.COP(=O)(OC)OC.Oc1ccc(O)cc1.Oc1ccc(O)cc1.Oc1ccc(O)cc1.COCCOC.COCCOC
Net charge: 0
HOMO-LUMO gap, eV: 7.720
E_HOMO, eV: -7.61